(1)
119
Properties=species:S:1:pos:R:3:lowdin_charge:R:1 method="wB97M-V/def2-TZVPD" multiplicity=1 lumo_energy_ev=0.11 smiles="CCOCCOCCOC[C@]1(C(F)(F)C(F)F)OC(=O)O[C@]1(F)COC.CC(C)O.CC(C)O.CC(C)O.CC(C)O.CC(C)O.CC(C)O" charge=0 homo_ha=-0.3551
C 5.18937 -3.16295 1.03435 -0.10
C 4.43668 -2.71591 -0.39110 -0.24
O 4.99859 -1.38268 -0.78914 -0.21
C 4.03424 -0.85192 -1.76106 -0.19
C 3.42989 0.63022 -1.42731 -0.16
O 3.75273 1.17599 -0.10787 -0.19
C 3.08729 0.47926 0.99514 -0.14
C 1.45074 0.46656 0.94906 -0.12
O 1.06802 -0.90695 0.48037 -0.21
C -0.18771 -0.86673 -0.28403 -0.07
C -1.13526 -2.09337 0.33742 -0.10
C -1.68190 -1.94401 1.88405 -0.10
F -0.58732 -1.60746 2.86945 0.02
F -2.26788 -3.23406 2.40482 0.02
C -2.84364 -0.80478 2.09146 -0.04
F -2.55776 0.50447 1.45808 -0.03
F -2.91529 -0.54451 3.57647 -0.05
O -0.10187 -3.16828 0.50111 -0.01
C -0.45306 -4.45276 -0.13866 -0.20
O -0.09636 -5.65824 0.32601 0.06
O -1.28172 -4.04263 -1.28382 0.04
C -2.06566 -2.87376 -0.76824 -0.20
F -3.32210 -3.53449 -0.34311 -0.01
C -2.46462 -2.11948 -2.17279 -0.09
O -2.90954 -0.72183 -2.00477 -0.23
C -4.38597 -0.62683 -2.02777 -0.09
H 5.11653 -4.33110 1.19147 0.08
H 6.30404 -2.82704 0.91754 0.08
H 4.69196 -2.58139 1.94770 0.08
H 4.60169 -3.54242 -1.20495 0.13
H 3.28262 -2.63664 -0.09449 0.12
H 3.11405 -1.55864 -1.98062 0.12
H 4.61917 -0.77598 -2.79916 0.14
H 3.92187 1.37462 -2.22165 0.13
H 2.28613 0.60739 -1.69940 0.12
H 3.45323 -0.63087 1.17509 0.13
H 3.38664 1.06564 1.99128 0.15
H 1.02602 0.52863 2.06301 0.13
H 1.04132 1.31726 0.25670 0.14
H 0.05661 -1.16114 -1.40713 0.16
H -0.72878 0.17030 -0.30151 0.14
H -3.93635 -1.16541 1.79478 0.20
H -3.32470 -2.78331 -2.66644 0.15
H -1.54750 -2.20586 -2.93095 0.16
H -4.89914 -1.26856 -2.86628 0.09
H -4.76747 -0.84425 -0.94144 0.10
H -4.65686 0.50382 -2.25986 0.11
C -0.34935 3.61616 5.40243 -0.06
C 0.25909 3.13821 4.09368 -0.50
C -0.68977 3.36200 2.92700 -0.06
O 0.56463 1.74966 4.19408 -0.07
H -1.26961 3.06668 5.63057 0.08
H 0.33958 3.43743 6.23492 0.08
H -0.58137 4.68491 5.36286 0.08
H 1.19988 3.66827 3.90985 0.14
H -1.62209 2.80352 3.06730 0.07
H -0.24366 3.00214 1.99360 0.07
H -0.93196 4.42324 2.81316 0.08
H -0.26503 1.27096 4.35729 0.09
C 7.15065 3.21446 0.13972 -0.06
C 7.75909 2.73652 -1.16903 -0.49
C 6.81023 2.96030 -2.33571 -0.04
O 8.06463 1.34797 -1.06863 -0.06
H 6.23039 2.66499 0.36786 0.07
H 7.83958 3.03574 0.97220 0.08
H 6.91863 4.28322 0.10014 0.08
H 8.69988 3.26658 -1.35287 0.14
H 5.87791 2.40182 -2.19541 0.06
H 7.25634 2.60045 -3.26911 0.05
H 6.56804 4.02155 -2.44956 0.09
H 7.23497 0.86926 -0.90542 0.09
C -5.34517 3.58616 0.06550 -0.06
C -6.14720 2.52287 0.79873 -0.49
C -5.98386 2.64611 2.30528 -0.06
O -5.71252 1.23140 0.38080 -0.08
H -4.27495 3.48651 0.27892 0.08
H -5.46238 3.47748 -1.01804 0.08
H -5.66664 4.59178 0.35361 0.08
H -7.20641 2.61342 0.53473 0.14
H -4.93632 2.51311 2.59817 0.08
H -6.55679 1.86699 2.81953 0.08
H -6.32458 3.62362 2.66059 0.08
H -4.77283 1.14200 0.61128 0.06
C -7.51769 -4.30832 -4.54420 -0.06
C -6.33571 -4.13124 -3.60451 -0.50
C -6.33491 -5.18651 -2.50999 -0.06
O -6.39336 -2.83631 -3.01177 -0.09
H -8.46604 -4.20787 -4.00440 0.08
H -7.51224 -3.53453 -5.31933 0.08
H -7.49358 -5.28947 -5.02835 0.08
H -5.40134 -4.19003 -4.17313 0.14
H -7.24127 -5.11723 -1.89802 0.08
H -5.48565 -5.03933 -1.83410 0.07
H -6.27525 -6.19409 -2.93319 0.08
H -7.21993 -2.77503 -2.50466 0.10
C -4.66244 -0.48865 7.59149 -0.06
C -5.57356 0.25465 6.62773 -0.50
C -6.27572 -0.70320 5.67850 -0.06
O -4.80328 1.18692 5.87338 -0.07
H -3.87944 -1.03193 7.05056 0.08
H -4.15437 0.21434 8.26027 0.08
H -5.22788 -1.20288 8.19795 0.08
H -6.31865 0.82588 7.19197 0.14
H -5.54998 -1.25408 5.06970 0.07
H -6.91861 -0.15333 4.98274 0.07
H -6.88964 -1.42389 6.22765 0.08
H -4.13894 0.68854 5.36898 0.07
C 8.36089 0.46883 -7.10181 -0.07
C 8.66301 1.90008 -6.68745 -0.50
C 10.16067 2.15063 -6.61134 -0.07
O 8.07602 2.15716 -5.41432 -0.08
H 8.76633 -0.24364 -6.37459 0.08
H 7.27947 0.29957 -7.14031 0.08
H 8.78592 0.24441 -8.08499 0.08
H 8.20965 2.59410 -7.40344 0.14
H 10.62997 1.49785 -5.86672 0.08
H 10.36317 3.18110 -6.30013 0.08
H 10.63969 1.97668 -7.57992 0.08
H 8.47270 1.54540 -4.77204 0.09



(2)
115
Properties=species:S:1:pos:R:3:lowdin_charge:R:1 method="wB97M-V/def2-TZVPD" multiplicity=1 lumo_energy_ev=-5.35 charge=+1 homo_ha=-0.3975
C 1.09901 -1.92556 0.46566 -0.03
O 0.64266 -2.94779 -0.47805 -0.09
C -0.36023 -2.45974 -1.34544 -0.35
O -0.06838 -2.31495 -2.56703 0.11
C -1.85888 -2.12325 -0.93373 0.04
C -2.52597 -2.99117 0.16815 0.08
C -3.99620 -2.69093 0.52965 -0.03
N -4.75167 -1.62974 -0.13033 -0.25
P -6.47938 -1.49351 0.41398 0.92
N -7.51232 -1.16753 -0.99689 -0.17
O -6.47961 -0.10202 1.45681 -0.30
C -4.15532 -0.76728 -1.13389 0.07
C -2.66751 -0.95816 -1.60076 -0.10
N -2.02202 -0.09738 -2.62467 0.07
C -1.30555 0.76189 -1.92422 -0.60
S -0.40048 1.98049 -1.23777 0.76
H 1.59442 -2.49281 1.33715 0.10
H 0.17655 -1.35179 0.84900 0.10
H 1.84448 -1.23423 -0.06143 0.12
H -1.95186 -3.82411 0.69313 0.14
H -4.48428 -3.33904 1.34682 0.13
H -7.99116 -0.27037 -0.78384 0.05
H -8.26790 -1.88270 -0.93561 0.05
H -5.61779 -0.20836 1.94228 0.06
H -4.76997 0.06095 -1.63081 0.15
C 2.20988 -4.69414 4.93126 -0.07
C 2.85292 -3.74804 3.93086 -0.28
O 2.31647 -2.43180 3.96917 -0.18
C 2.43916 -1.73685 5.20630 -0.26
C 3.87619 -1.54999 5.65560 -0.07
H 1.12935 -4.75042 4.76437 0.08
H 2.63397 -5.69699 4.83364 0.08
H 2.36477 -4.36543 5.96050 0.05
H 2.67309 -4.12846 2.92151 0.11
H 3.93883 -3.71803 4.05980 0.11
H 1.84613 -2.23598 5.97963 0.10
H 1.98539 -0.75278 5.05636 0.11
H 4.37865 -2.50354 5.82739 0.07
H 3.91145 -0.97962 6.58619 0.07
H 4.44761 -1.01165 4.89373 0.08
C 4.83063 2.79844 3.40909 -0.08
C 3.52882 2.49967 4.13380 -0.28
O 3.70905 2.10400 5.48679 -0.18
C 4.34918 3.04441 6.34056 -0.28
C 3.60714 4.36508 6.45240 -0.08
H 5.49095 1.92600 3.43403 0.09
H 4.63422 3.06178 2.36611 0.07
H 5.37052 3.62953 3.86638 0.07
H 3.03000 1.66734 3.63040 0.11
H 2.84259 3.35057 4.07673 0.10
H 5.38498 3.19980 6.02113 0.11
H 4.39769 2.58167 7.33026 0.12
H 3.53382 4.87636 5.49057 0.06
H 4.12167 5.03186 7.14865 0.08
H 2.58802 4.20088 6.81397 0.08
C 2.03047 -4.80193 9.83701 -0.08
C 3.26077 -4.40269 9.03914 -0.28
O 3.18515 -3.09023 8.49695 -0.19
C 3.04269 -2.02775 9.43175 -0.28
C 4.18813 -1.93670 10.42504 -0.07
H 1.13217 -4.73023 9.21566 0.08
H 2.12782 -5.82901 10.19805 0.08
H 1.87980 -4.15707 10.70431 0.07
H 3.36541 -5.08385 8.19086 0.11
H 4.17037 -4.51317 9.63712 0.11
H 2.07923 -2.10491 9.94658 0.11
H 3.00732 -1.10349 8.84775 0.11
H 4.26727 -2.83363 11.04216 0.07
H 4.04584 -1.08227 11.09129 0.08
H 5.13995 -1.81603 9.89998 0.08
C -2.57426 0.15090 -5.53533 -0.09
C -4.06136 0.24246 -5.83491 -0.28
O -4.48594 1.54469 -6.21110 -0.16
C -3.88258 2.09297 -7.37748 -0.27
C -4.11972 1.26533 -8.62863 -0.07
H -2.30166 0.85121 -4.74264 0.05
H -2.31157 -0.86131 -5.21718 0.07
H -1.96650 0.39372 -6.40857 0.07
H -4.61885 -0.01690 -4.93039 0.11
H -4.35457 -0.48611 -6.59696 0.11
H -2.81277 2.25450 -7.20831 0.11
H -4.32514 3.08276 -7.51936 0.12
H -3.69137 0.26456 -8.54483 0.07
H -3.66886 1.75186 -9.49699 0.09
H -5.19118 1.14792 -8.81092 0.05
C 7.26916 4.14286 -2.52488 -0.08
C 5.96839 3.84341 -1.79839 -0.28
O 6.15132 3.44838 -0.44497 -0.17
C 6.79239 4.39053 0.40600 -0.28
C 6.04824 5.71015 0.51696 -0.08
H 7.92992 3.27090 -2.50029 0.08
H 7.07118 4.40537 -3.56732 0.08
H 7.80892 4.97444 -2.06894 0.07
H 5.46944 3.01071 -2.30030 0.12
H 5.28150 4.69370 -1.85493 0.10
H 7.82724 4.54687 0.08430 0.11
H 6.84361 3.93018 1.39673 0.10
H 5.97203 6.21951 -0.44553 0.07
H 6.56298 6.37914 1.21101 0.08
H 5.02987 5.54477 0.88091 0.08
C -7.35630 -0.35408 -9.77428 -0.09
C -7.52139 0.81411 -10.73279 -0.28
O -7.27387 0.47430 -12.08972 -0.16
C -8.10906 -0.53049 -12.65118 -0.28
C -9.58455 -0.16967 -12.63799 -0.08
H -6.34821 -0.77330 -9.85281 0.08
H -7.52289 -0.02795 -8.74392 0.08
H -8.06192 -1.15889 -9.98703 0.07
H -6.79772 1.58957 -10.46976 0.11
H -8.51134 1.26935 -10.63109 0.11
H -7.93302 -1.48949 -12.15233 0.10
H -7.78588 -0.65831 -13.68794 0.12
H -9.96438 -0.03560 -11.62324 0.06
H -10.17238 -0.95774 -13.11510 0.08
H -9.75317 0.76705 -13.17662 0.08